# H6NPSi

A cluster of 2 separate species, H6NPSi in total in a non-equilibrium geometry (ωB97M-V with the def2-TZVPD basis set, the Open Molecules 2025 dataset).

Each line ends with the Löwdin charge.
Element x y z (Å)
N  3.02943  0.69052  0.89462  -0.4031
Si  -0.42980  -0.08631  0.75690  0.4573
P  1.67664  0.67219  0.12691  0.4126
H  -3.30218  -1.25738  -1.49175  0.0016
H  3.53447  -0.17501  0.70383  -0.0544
H  -2.97673  -1.56828  -2.11489  0.0126
H  -1.34160  0.85829  0.11848  -0.1839
H  -1.33578  -1.25698  0.56261  -0.1969
H  1.14556  2.12297  0.44329  -0.0457

Forces on the atoms, in the same order (eV/Å):
0.7 -0.7 -0.4
0.0 0.0 0.6
-1.9 2.6 0.7
0.4 -0.4 -0.8
0.2 0.0 0.3
-0.4 0.4 0.7
0.0 0.6 -0.5
0.5 -0.5 -0.1
0.5 -2.1 -0.6

Calculated values
Gap between HOMO and LUMO (alpha / beta) in eV: 6.804 / 6.817
E_LUMO (alpha / beta) in eV: -1.39 / -1.39
Energy relative to the best compared isomer or geometry (same formula, charge and spin) in eV: 4.280

---

# C13H22Cl3N3O2S

An isolated molecule of C13H22Cl3N3O2S (ωB97M-V with the def2-TZVPD basis set, the Open Molecules 2025 dataset).

Each line ends with the Löwdin charge.
Element x y z (Å)
C  2.87590  -4.05735  1.55051  -0.1034
H  3.91355  -3.89439  1.83264  0.0753
C  2.77537  -4.37626  0.06289  -0.2643
C  3.34481  -3.26870  -0.82588  -0.2160
C  2.51059  -1.98784  -0.82972  -0.1966
H  2.26482  -1.71153  0.19717  0.0602
H  3.10281  -1.17342  -1.25180  0.1132
C  1.22046  -2.12660  -1.65547  -0.0951
C  0.30482  -0.98692  -1.28539  -0.4924
O  0.30403  0.08796  -1.85034  0.0268
N  -0.48047  -1.26454  -0.20689  0.0891
H  -0.35417  -2.15578  0.24611  0.1371
C  -1.23515  -0.27314  0.53850  -0.5385
N  -0.66440  1.03751  0.45223  0.0108
C  0.54544  1.25063  1.07600  -0.7542
N  1.16192  2.42361  0.85169  -0.1097
C  2.56596  2.59127  1.17108  -0.1562
H  2.86420  1.84108  1.90313  0.0598
C  3.37324  2.43513  -0.12450  -0.1729
H  4.43117  2.63194  0.05256  0.1296
O  2.95581  3.35876  -1.10324  -0.1248
C  1.58584  3.20767  -1.40484  -0.1715
H  1.35115  3.97074  -2.14801  0.1301
C  0.74234  3.39990  -0.13545  -0.1033
H  -0.32323  3.33068  -0.34403  0.1250
H  0.94816  4.39073  0.28321  0.1346
H  1.39296  2.21036  -1.82706  0.1119
H  3.24886  1.40703  -0.49801  0.1233
H  2.71272  3.59125  1.58761  0.1326
S  1.15036  0.12806  2.13637  0.7209
H  -0.73403  1.41329  -0.48946  0.0857
H  -1.23629  -0.57356  1.59640  0.1034
C  -2.69660  -0.22189  0.05457  -1.5191
Cl  -2.80079  0.28579  -1.64257  0.6477
Cl  -3.41202  -1.83644  0.21235  0.6093
Cl  -3.60832  0.91781  1.05960  0.6105
H  1.45385  -2.06902  -2.71877  0.1282
H  0.73564  -3.08040  -1.44891  0.1103
H  3.43272  -3.63718  -1.85065  0.1103
H  4.34964  -3.02735  -0.47346  0.1109
H  3.33094  -5.29555  -0.13638  0.1046
H  1.73263  -4.56863  -0.19936  0.0941
H  2.48775  -4.88494  2.13985  0.0700
H  2.31170  -3.16501  1.81008  0.0526

Forces on the atoms, in the same order (eV/Å):
-0.1 -0.1 -0.2
0.1 0.0 0.1
0.2 0.1 0.0
-0.2 0.0 0.0
0.1 -0.2 -0.1
0.0 0.1 0.0
-0.1 0.1 0.1
0.2 0.2 0.1
-0.1 -0.6 0.1
0.2 0.3 -0.4
-0.4 0.0 0.1
0.0 0.1 0.0
0.2 -0.1 0.0
0.2 0.4 -0.1
-0.4 0.1 0.2
-0.2 -0.1 -0.1
0.6 -0.1 -0.1
0.0 0.2 -0.1
0.0 -0.1 0.4
0.0 -0.1 0.0
0.1 0.2 -0.1
-0.3 0.1 0.0
-0.1 0.0 0.0
0.1 0.1 -0.5
0.0 0.0 0.0
-0.1 -0.1 -0.1
0.0 0.1 0.0
0.0 0.0 0.0
0.0 0.0 0.0
0.3 -0.6 0.6
0.1 -0.1 0.2
-0.1 0.1 -0.4
-0.3 0.1 0.0
-0.1 0.0 0.0
0.0 0.0 0.1
0.0 -0.1 0.0
-0.1 0.0 0.0
0.0 -0.1 0.0
0.1 0.0 -0.1
0.1 0.0 -0.1
-0.1 0.0 0.0
0.0 -0.1 -0.1
0.0 0.0 0.1
-0.1 0.1 0.1

Calculated values
SMILES string: CCCCCC(=O)N[C@@H](NC(=S)N1CCOCC1)C(Cl)(Cl)Cl
Gap between HOMO and LUMO in eV: 8.896
E_LUMO in eV: 0.48
Energy relative to the best compared isomer or geometry (same formula, charge and spin) in eV: 0.000

---

# C36H36F3N2P2S5SbSc

A structure of composition C36H36F3N2P2S5SbSc (ωB97M-V with the def2-TZVPD basis set, the Open Molecules 2025 dataset).

Each line ends with the Löwdin charge.
Element x y z (Å)
Sc  -0.28298  0.08764  0.85016  0.3292
S  -0.23255  5.35783  5.87299  0.5722
C  -0.12077  4.01281  4.95986  -1.4970
S  -1.37327  2.80670  4.86986  0.8942
C  -0.64196  1.80383  3.64010  -1.1371
C  0.54477  2.23288  3.15794  -1.1083
S  1.48807  1.39089  1.93495  0.5712
S  1.16589  3.72289  3.82549  0.8982
S  -1.46866  0.34404  3.14497  0.5521
N  1.66780  -0.91231  -0.02214  -0.0149
C  2.09139  -1.94566  0.89743  -0.2494
C  3.38803  -2.34219  1.04158  0.0080
C  3.72979  -3.34611  1.97534  -0.0395
C  2.76174  -3.94492  2.73049  -0.0045
C  1.40797  -3.55245  2.59658  -0.1306
C  0.35663  -4.13187  3.34400  0.0331
C  -0.92573  -3.70212  3.15661  -0.0137
C  -1.16014  -2.65798  2.24605  -0.1637
N  -0.20997  -2.08210  1.53785  -0.0003
C  1.07439  -2.53304  1.68571  -0.1702
H  1.50779  -1.31063  -0.95097  0.0641
H  2.40493  -0.21024  -0.11128  0.0808
H  4.16204  -1.88015  0.44261  0.1254
H  4.76371  -3.63836  2.08123  0.1160
H  3.01383  -4.71942  3.44159  0.1241
H  0.58221  -4.91448  4.05532  0.1326
H  -1.75384  -4.12316  3.70467  0.1249
H  -2.16711  -2.27287  2.11680  0.1082
C  -3.15839  2.98995  1.68730  -0.2469
P  -2.37363  1.84875  0.51823  0.7742
C  -3.62418  0.52454  0.27846  -0.2521
C  -2.49011  2.75293  -1.08354  -0.3926
C  -1.61154  2.09657  -2.15001  -0.3969
P  0.01434  1.63995  -1.42993  0.7656
C  0.69247  3.25982  -0.94740  -0.2635
C  1.01345  1.22466  -2.89914  -0.2609
H  -4.13471  3.28917  1.29851  0.0627
H  -2.53744  3.87623  1.82001  0.0599
H  -3.27743  2.50135  2.65333  0.0116
H  -4.54166  0.92723  -0.15567  0.0590
H  -3.84992  0.07079  1.24394  0.0359
H  -3.26161  -0.24984  -0.40438  0.0127
H  -2.16771  3.78256  -0.90403  0.0852
H  -3.53428  2.79854  -1.40711  0.0925
H  -1.45036  2.76608  -3.00041  0.0962
H  -2.08745  1.18966  -2.54171  0.0552
H  0.63474  3.95919  -1.78455  0.0624
H  1.72838  3.14330  -0.63018  0.0381
H  0.14781  3.66298  -0.09130  0.0402
H  0.89176  1.98575  -3.67176  0.0555
H  0.71779  0.25498  -3.30320  -0.0007
H  2.07009  1.17908  -2.63149  0.0475
F  0.36134  -5.84093  -7.15775  0.0801
C  0.02928  -5.05738  -6.12025  -0.2710
C  0.92922  -4.10147  -5.69661  -0.0008
C  0.57181  -3.29768  -4.62279  -0.1341
C  -0.65677  -3.45518  -3.99519  -0.4094
C  -1.54169  -4.43195  -4.45071  -0.1025
C  -1.20365  -5.24298  -5.51929  0.0093
Sb  -1.19823  -2.21175  -2.37799  1.5050
C  -2.98704  -1.39952  -3.21060  -0.4032
C  -4.29785  -1.48739  -2.75324  -0.1199
C  -5.34163  -0.88068  -3.43806  0.0066
C  -5.05801  -0.18592  -4.59613  -0.2737
F  -6.06193  0.39990  -5.26448  0.0816
C  -3.77285  -0.07602  -5.09203  0.0054
C  -2.74863  -0.68539  -4.38886  -0.1566
C  -1.77861  -3.75889  -1.02677  -0.3988
C  -0.70491  -4.56424  -0.63795  -0.1492
C  -0.86571  -5.61519  0.24565  -0.0044
C  -2.12927  -5.85196  0.75262  -0.2862
F  -2.29347  -6.85303  1.63507  0.0755
C  -3.21989  -5.08805  0.39620  0.0027
C  -3.03244  -4.04048  -0.49869  -0.1057
H  1.87879  -3.99741  -6.19883  0.1238
H  1.27231  -2.54401  -4.28377  0.0882
H  -2.50388  -4.56931  -3.97296  0.1075
H  -1.87011  -6.00700  -5.89017  0.1263
H  -4.54240  -2.01944  -1.84716  0.0758
H  -6.36135  -0.94753  -3.09047  0.1259
H  -3.59451  0.46801  -6.00797  0.1268
H  -1.74291  -0.60558  -4.78765  0.0972
H  0.28836  -4.38478  -1.03677  0.0998
H  -0.04028  -6.24480  0.54240  0.1286
H  -4.19155  -5.31619  0.80750  0.1264
H  -3.89869  -3.45834  -0.76932  0.0769

Forces on the atoms, in the same order (eV/Å):
0.3 0.7 0.6
0.1 -0.1 0.2
-0.3 0.3 -0.4
0.2 0.0 0.2
0.0 -0.1 -0.2
-0.1 -0.2 -0.2
-0.2 0.0 0.1
0.0 -0.1 0.1
0.3 -0.1 -0.1
0.2 0.0 -0.1
0.0 0.0 0.0
0.0 0.0 0.1
-0.1 0.0 0.0
0.0 0.1 -0.1
0.0 0.0 0.0
0.0 0.1 -0.1
0.1 0.1 -0.1
0.0 -0.1 0.0
0.0 -0.2 0.0
-0.1 -0.1 -0.1
-0.1 0.1 0.1
-0.2 -0.2 0.0
0.0 0.0 0.0
0.0 0.0 0.0
0.0 0.0 0.0
0.0 0.0 0.0
0.0 0.0 0.0
0.1 0.0 0.0
-0.1 0.0 0.0
-0.1 -0.3 -0.2
-0.1 0.1 0.0
-0.1 0.1 0.0
0.0 0.0 -0.1
0.0 -0.1 0.0
0.0 0.1 0.0
0.0 0.0 -0.1
0.0 0.0 0.0
0.0 0.0 0.0
0.0 0.0 -0.1
0.0 0.0 0.0
0.0 0.0 0.0
0.1 0.0 0.0
0.0 -0.1 0.0
0.1 0.0 0.0
0.0 0.0 0.0
0.1 0.1 0.1
0.0 0.0 0.0
0.0 0.0 0.0
0.0 0.0 0.0
0.0 0.0 0.0
0.0 0.0 0.0
0.0 0.0 0.0
0.0 0.1 0.1
0.0 -0.1 -0.1
-0.1 0.0 0.0
0.1 0.0 0.0
-0.2 0.0 0.0
0.0 0.0 -0.1
0.0 0.0 0.0
0.0 0.3 0.5
0.0 -0.1 -0.3
0.0 0.0 0.1
0.0 0.0 -0.1
-0.1 0.0 0.0
0.1 0.0 0.0
-0.1 0.0 0.0
0.0 0.0 0.0
0.1 -0.2 -0.1
0.0 0.0 0.0
-0.1 0.0 0.0
0.0 -0.1 0.1
0.0 0.1 -0.1
0.1 0.0 0.0
0.0 0.0 0.0
0.1 0.0 0.0
0.0 0.0 0.0
0.0 0.0 0.0
0.0 0.0 0.0
0.0 0.0 0.0
-0.1 0.0 0.0
0.0 0.0 0.0
0.1 0.0 0.0
0.0 0.0 0.0
0.1 0.0 0.0
-0.1 0.0 0.0
0.0 0.0 0.0

Calculated values
Total charge: +1
Gap between HOMO and LUMO in eV: 5.900
E_LUMO in eV: -3.30
Energy relative to the best compared isomer or geometry (same formula, charge and spin) in eV: 0.685

---

# C6H6N

The ion C6H6N with charge +1 in a non-equilibrium geometry (ωB97M-V with the def2-TZVPD basis set, the Open Molecules 2025 dataset).

Each line ends with the Löwdin charge.
Element x y z (Å)
C  2.35884  2.24876  0.81952  -0.0893
C  1.12065  1.71938  0.86669  -0.0077
C  0.15103  -0.93573  -0.75189  -0.0446
C  -1.16986  -0.98106  -0.22225  -0.0724
C  -0.10888  1.10184  0.88195  0.0347
C  2.52522  1.40141  1.92974  0.3297
N  -0.25269  -0.04989  0.26719  -0.0667
H  2.83672  2.96350  0.23212  0.0970
H  0.88248  -1.79336  -0.30174  0.2013
H  0.32926  -0.45048  -1.66702  0.1234
H  -1.88348  -0.56612  -0.82615  0.1045
H  -1.49566  -1.78290  0.59919  0.1978
H  -1.05326  1.45122  1.38664  0.1924

Forces on the atoms, in the same order (eV/Å):
-1.0 -1.3 1.5
2.6 -0.2 2.1
4.6 -3.2 1.8
-2.5 -2.8 3.7
-1.2 -1.6 -0.6
-2.6 0.9 -2.4
0.5 2.5 1.5
0.8 1.1 -0.9
-1.5 2.2 -1.7
0.4 0.0 -1.3
-2.2 0.7 -1.2
0.7 1.6 -2.3
1.4 0.1 -0.2

Calculated values
SMILES string: C1=CC=1C=[N+]1CC1
Total charge: +1
Gap between HOMO and LUMO in eV: 9.134
E_LUMO in eV: -5.26
Energy relative to the best compared isomer or geometry (same formula, charge and spin) in eV: 5.198

---

# C20H13F12NO2V

A structure of composition C20H13F12NO2V in a non-equilibrium geometry (ωB97M-V with the def2-TZVPD basis set, the Open Molecules 2025 dataset).

Each line ends with the Löwdin charge.
Element x y z (Å)
V  -1.11804  -2.39172  -0.66736  1.1937
C  1.92757  1.23614  4.75881  -0.0439
C  1.55783  0.59433  3.46150  -0.2657
C  2.35489  0.71550  2.34518  -0.0277
C  1.94964  0.13583  1.14043  0.0163
C  0.74293  -0.60136  0.96133  -0.1786
N  0.45457  -1.20996  -0.24040  -0.0314
C  0.85557  -0.63721  -1.40768  -0.2739
C  2.18215  -0.84509  -1.85571  -0.0113
C  2.71325  -0.20119  -2.97142  -0.0219
C  1.91300  0.66149  -3.70381  -0.2552
C  2.45729  1.42757  -4.86571  -0.0437
C  0.55424  0.75962  -3.36576  0.0411
C  -0.03509  0.07786  -2.26262  -0.0042
C  -1.60330  0.20759  -2.05198  -0.3381
O  -2.11901  -0.79121  -1.31038  -0.1859
C  -2.38221  0.19281  -3.40608  -0.4704
F  -2.13128  1.27754  -4.20623  0.1058
F  -2.09910  -0.88063  -4.20596  0.1299
F  -3.74512  0.20398  -3.28409  0.1418
C  -1.93291  1.60455  -1.47739  -0.4679
F  -3.27461  1.84672  -1.35431  0.1442
F  -1.37110  1.94042  -0.29264  0.1530
F  -1.51427  2.60201  -2.33544  0.1120
C  -0.11927  -0.70646  2.11595  0.0252
C  0.33887  -0.08131  3.32509  0.0342
C  -1.58346  -1.36035  2.21734  -0.3233
O  -1.94962  -2.10252  1.16314  -0.1839
C  -2.65382  -0.25912  2.48124  -0.4602
F  -2.76597  0.73071  1.56510  0.1528
F  -2.42420  0.40649  3.66563  0.1088
F  -3.91946  -0.75877  2.65644  0.1390
C  -1.71543  -2.28091  3.47306  -0.4680
F  -1.62633  -1.61805  4.66887  0.1068
F  -2.91339  -2.93849  3.57235  0.1358
F  -0.76194  -3.25665  3.56011  0.1354
H  3.01231  1.36473  4.83955  0.0811
H  1.45134  2.21772  4.84333  0.0920
H  1.61308  0.61450  5.60386  0.0863
H  3.29010  1.26025  2.37153  0.1172
H  2.61261  0.27634  0.29615  0.1003
H  2.81498  -1.50093  -1.26144  0.1264
H  3.75307  -0.36100  -3.22352  0.1178
H  3.53882  1.57224  -4.76979  0.0821
H  2.25501  0.89558  -5.79971  0.0914
H  2.00520  2.42418  -4.91762  0.0878
H  -0.05542  1.41426  -3.97650  0.1169
H  -0.29316  -0.08908  4.20391  0.1102
H  -0.24078  -3.78898  -0.07632  -0.0301

Forces on the atoms, in the same order (eV/Å):
1.3 4.5 5.8
0.2 -0.1 0.4
-0.7 -0.2 -0.1
-0.4 -0.6 -1.1
-0.2 0.0 -0.1
-0.1 0.4 2.5
-4.0 -2.9 0.3
0.7 0.6 -3.1
0.0 0.3 0.0
-0.5 -0.4 0.8
-0.8 -0.1 0.2
0.2 0.3 -0.1
0.2 -0.4 0.6
0.4 1.0 -1.0
0.9 0.3 -0.5
0.5 -2.1 0.3
-1.3 0.5 -2.8
-0.1 -0.8 0.4
0.2 0.4 1.2
1.5 -0.4 0.6
-0.8 3.2 0.5
1.2 -0.9 0.2
-0.1 -1.1 -0.8
0.2 -0.9 0.7
0.3 0.8 1.5
-0.1 -0.4 -1.1
1.3 0.7 0.1
0.7 -1.4 -3.8
-2.0 2.2 1.2
0.6 -1.3 0.1
0.2 -0.3 -1.0
1.3 0.0 -0.7
-0.1 -1.8 2.6
0.1 -0.4 -0.8
1.1 0.7 -0.9
-0.6 1.0 -0.9
-0.2 0.1 -0.1
0.1 -0.1 0.1
0.0 0.2 -0.1
0.0 0.0 0.0
-0.2 -0.1 -0.1
-0.1 0.1 0.0
0.0 0.0 -0.1
-0.2 -0.1 -0.1
0.0 0.1 0.0
0.0 -0.2 -0.1
0.0 -0.2 0.1
0.1 -0.1 -0.3
-0.7 0.4 -1.1

Calculated values
2S+1: 2
Gap between HOMO and LUMO (alpha / beta) in eV: 6.440 / 6.057
E_LUMO (alpha / beta) in eV: -2.31 / -2.58

---

# C13H14FNY

A structure of composition C13H14FNY in a non-equilibrium geometry (ωB97M-V with the def2-TZVPD basis set, the Open Molecules 2025 dataset).

Each line ends with the Löwdin charge.
Element x y z (Å)
C  -2.18924  0.28738  -0.52562  -0.2763
C  -2.01080  -0.66435  0.52837  -0.2122
C  -1.17888  -1.71684  0.07138  -0.1542
C  -0.81626  -1.43841  -1.26775  -0.2057
C  -1.46512  -0.23036  -1.67494  -0.3002
Y  0.09469  0.87288  -0.34094  1.1725
N  -0.21681  2.10024  -3.14774  -0.3326
C  0.22451  1.57627  1.80511  -0.2786
C  -0.10614  0.81630  2.89252  -0.0528
H  -0.98079  -2.65562  0.60176  0.0963
H  -2.54386  -0.64495  1.48080  0.0852
H  -0.24046  -2.09405  -1.92661  0.0913
H  -1.25922  0.32079  -2.61251  0.0130
H  -2.72103  1.24449  -0.46597  0.0896
H  -1.22024  0.54638  3.05853  0.0739
H  1.19701  1.61083  1.18073  0.0327
H  -0.14421  2.92239  -2.42988  -0.3471
H  0.60637  0.31233  3.63958  0.0761
H  -0.48956  2.24848  1.14506  0.0451
F  6.09857  -1.36493  -2.14154  -0.0097
C  4.85902  -1.16795  -1.56745  -0.2995
C  3.72989  -1.48501  -2.31884  -0.0275
C  2.46182  -1.19421  -1.73729  -0.1572
C  2.36789  -0.54357  -0.51614  -0.2286
C  3.50256  -0.37112  0.25916  -0.1778
C  4.79684  -0.63722  -0.28122  -0.0478
H  3.82260  -1.93767  -3.31390  0.1064
H  1.56932  -1.47896  -2.30241  0.0580
H  3.42941  -0.00462  1.29002  0.0670
H  5.72017  -0.43870  0.28104  0.1007

Forces on the atoms, in the same order (eV/Å):
-0.3 -1.2 -0.8
-0.1 0.1 -0.3
-0.3 0.2 0.0
-1.0 0.4 -0.3
-1.0 -0.9 0.0
1.9 -1.7 -4.4
0.1 0.4 3.6
0.1 0.4 -0.5
-0.6 -0.4 0.3
0.2 0.6 -0.1
0.4 0.1 -0.2
-0.2 0.4 0.4
-0.2 0.0 0.5
0.1 -0.5 -0.2
2.0 1.0 -0.1
0.0 0.4 3.1
0.3 -0.7 -1.4
-0.9 0.9 -1.7
0.1 -0.6 1.9
-0.4 0.0 0.3
-0.1 0.2 -0.1
-0.6 0.0 0.7
1.6 -0.3 -1.1
-2.3 0.7 0.9
1.7 -0.1 -0.7
-0.6 -0.2 0.3
0.0 0.2 0.5
0.4 0.4 0.1
0.1 0.1 -0.4
-0.4 -0.1 -0.3

Calculated values
Total charge: -1
Gap between HOMO and LUMO (alpha / beta) in eV: 3.451 / 3.463
E_LUMO (alpha / beta) in eV: 1.93 / 1.94